Entry 1:
C28H34AsN2O3PPdS | ωB97M-V with the def2-TZVPD basis set

- Energy relative to the best compared isomer or geometry (same formula, charge and spin): 0.0 kcal/mol
- LUMO level: -7.487 eV
- M: 691.0 g/mol
- Highest occupied orbital energy: -0.516 Ha
- DFT total energy: -123137.1767 eV
- Total charge: +2
- Spin multiplicity: 1

CARTESIAN COORDINATES (ANGSTROEM)
Pd: 0.7500 0.4101 -0.0406
N: 1.2457 2.5428 -0.0483
C: 0.1535 3.5044 0.0407
C: 0.4209 4.8617 0.1551
C: -0.6297 5.7626 0.1819
C: -1.9420 5.3112 0.0833
C: -2.1991 3.9570 -0.0189
C: -1.1474 3.0398 -0.0302
P: -1.4506 1.2462 0.0199
C: -2.6284 1.0163 -1.3477
C: -3.8126 0.2847 -1.2819
C: -4.6117 0.1324 -2.4084
C: -4.2347 0.7033 -3.6139
C: -3.0602 1.4399 -3.6887
C: -2.2661 1.5975 -2.5654
C: -2.2936 1.0404 1.6189
C: -1.4621 0.7937 2.7132
C: -1.9833 0.7167 3.9954
C: -3.3493 0.8648 4.1958
C: -4.1835 1.1228 3.1164
C: -3.6600 1.2249 1.8345
H: 1.6718 2.6340 -0.9694
H: 1.9740 2.7971 0.6136
H: 1.4441 5.2138 0.2107
H: -0.4258 6.8209 0.2701
H: -2.7602 6.0180 0.0957
H: -3.2222 3.6062 -0.0830
H: -4.1475 -0.1298 -0.3431
H: -5.5439 -0.4138 -2.3375
H: -4.8606 0.5888 -4.4884
H: -2.7660 1.8997 -4.6224
H: -1.3581 2.1848 -2.6385
H: -0.3946 0.6701 2.5558
H: -1.3258 0.5425 4.8375
H: -3.7622 0.7972 5.1937
H: -5.2438 1.2694 3.2747
H: -4.3211 1.4769 1.0164
C: 4.3016 1.1353 -0.9228
As: 3.1237 -0.1452 -0.0684
C: 3.7534 -1.8114 -0.8121
C: 3.8057 -0.1836 1.7522
H: 5.3319 0.8754 -0.6826
H: 4.1115 2.1465 -0.5659
H: 4.1694 1.1005 -2.0029
H: 4.8242 -1.8765 -0.6244
H: 3.5717 -1.8329 -1.8849
H: 3.2535 -2.6554 -0.3441
H: 4.5548 -0.9676 1.8497
H: 2.9964 -0.3700 2.4539
H: 4.2684 0.7741 1.9862
C: 0.5186 -1.6157 -0.2089
H: 1.1682 -2.1301 0.5028
H: 0.8373 -1.8903 -1.2165
H: -0.4624 -2.0543 -0.0560
N: -2.9537 -2.3337 -0.0134
C: -3.3013 -2.6974 1.1874
C: -4.5577 -3.3890 1.3924
C: -4.9594 -3.6768 2.6327
C: -4.1315 -3.3067 3.7911
C: -2.8363 -2.6533 3.5459
C: -2.4448 -2.3638 2.3037
S: -4.5700 -3.8122 5.4146
O: -3.5475 -3.6765 6.3829
O: -5.6310 -4.7397 5.5074
O: -4.9813 -2.4354 4.7595
H: -2.0879 -1.8272 -0.1904
H: -3.5171 -2.5659 -0.8206
H: -5.1643 -3.6387 0.5310
H: -5.8979 -4.1783 2.8326
H: -2.2255 -2.4255 4.4098
H: -1.5043 -1.8691 2.1017

=====

Entry 2:
C28H34BrCl3N8O6SSiZr | ωB97M-V with the def2-TZVPD basis set

- Energy relative to the best compared isomer or geometry (same formula, charge and spin): 119.8 kcal/mol
- LUMO level: 0.428 eV
- M: 916.3 g/mol
- Highest occupied orbital energy: -0.288 Ha
- DFT total energy: -181404.2421 eV
- Total charge: 0
- Spin multiplicity: 1

CARTESIAN COORDINATES (ANGSTROEM)
Zr: 0.5599 -0.2299 -0.0802
N: -3.5410 -1.0977 -3.1593
C: -2.9049 -1.1086 -1.9466
S: -3.7712 -0.0530 -0.7750
N: -1.9533 -1.9237 -1.7352
N: -1.3824 -1.7642 -0.4637
C: -1.7493 -2.6629 0.3709
C: -1.5650 -2.5472 1.8069
C: -1.9478 -3.5969 2.6429
C: -1.9992 -3.4289 4.0126
C: -1.7382 -2.1609 4.5409
C: -1.3781 -1.1039 3.7272
C: -1.2132 -1.2993 2.3492
O: -0.7979 -0.3248 1.5713
H: -4.4392 -0.6580 -3.2391
H: -3.3327 -1.8636 -3.7797
H: -2.3453 -3.4958 -0.0026
H: -2.2156 -4.5488 2.1967
H: -2.2802 -4.2493 4.6581
H: -1.8293 -1.9996 5.6088
H: -1.1930 -0.1145 4.1268
C: 4.0360 1.1626 1.6670
C: 2.8122 0.5316 2.2742
O: 1.6819 0.7262 1.8233
N: 3.0105 -0.2058 3.3751
C: 1.9482 -0.9207 4.0622
C: 1.8531 -2.3556 3.6168
C: 2.1696 -3.4155 4.4564
C: 2.1060 -4.7033 3.9464
C: 1.7425 -4.8781 2.6211
C: 1.4390 -3.7545 1.8636
N: 1.4817 -2.5205 2.3507
H: 3.8646 1.3151 0.6074
H: 4.9295 0.5584 1.8208
H: 4.1850 2.1383 2.1347
H: 3.9660 -0.4227 3.6070
H: 1.0241 -0.4041 3.8201
H: 2.1154 -0.8540 5.1380
H: 2.4546 -3.2309 5.4846
H: 2.3427 -5.5549 4.5716
H: 1.6911 -5.8616 2.1745
H: 1.1536 -3.8390 0.8204
C: 1.9935 5.0225 -0.6186
N: 1.3842 3.8871 -1.2714
C: 0.2912 4.1356 -2.1862
C: 2.2034 2.7565 -1.5172
N: 1.9696 1.6987 -0.8359
N: 3.2083 2.8777 -2.4377
C: 3.1413 3.8891 -3.4783
C: 4.0910 1.7526 -2.7107
H: 2.5503 4.6888 0.2583
H: 1.2015 5.6891 -0.2737
H: 2.6723 5.6113 -1.2533
H: 0.5450 4.7914 -3.0298
H: -0.5417 4.5900 -1.6438
H: -0.0662 3.1839 -2.5843
H: 2.5006 0.9100 -1.2111
H: 2.4498 3.6158 -4.2812
H: 4.1346 3.9973 -3.9113
H: 2.8438 4.8525 -3.0761
H: 3.6360 1.0243 -3.3855
H: 4.3460 1.2351 -1.7871
H: 5.0122 2.1395 -3.1448
O: 1.3094 -1.8556 -0.7989
O: 2.3512 -1.0017 -0.1922
Br: -2.7629 0.2506 -8.3351
C: -1.8473 0.2321 -6.6780
C: -2.2859 1.0546 -5.6551
C: -1.6209 1.0145 -4.4379
C: -0.5148 0.1944 -4.2612
C: -0.0758 -0.6050 -5.3082
C: -0.7520 -0.6048 -6.5180
C: 0.2365 0.2163 -2.9687
O: 1.4425 0.0004 -2.9607
O: -0.4449 0.4562 -1.8874
H: -3.1386 1.7030 -5.8014
H: -1.9665 1.6233 -3.6111
H: 0.7959 -1.2284 -5.1593
H: -0.4282 -1.2373 -7.3327
Cl: -0.9090 2.2596 0.2595
Si: -2.8529 1.6009 0.2453
Cl: -3.8570 3.2299 -0.5370
Cl: -3.5096 1.4036 2.1629

=====

Entry 3:
C28H34N5O | ωB97M-V with the def2-TZVPD basis set

- Energy relative to the best compared isomer or geometry (same formula, charge and spin): 0.0 kcal/mol
- LUMO level: -3.878 eV
- M: 456.6 g/mol
- Highest occupied orbital energy: -0.370 Ha
- DFT total energy: -39080.2182 eV
- Total charge: +1
- Spin multiplicity: 1

CARTESIAN COORDINATES (ANGSTROEM)
C: -5.4471 -2.9587 2.2488
C: -4.4217 -1.8684 2.3115
C: -3.4069 -1.9241 3.2678
C: -2.4589 -0.9023 3.3753
C: -1.3780 -0.9837 4.4054
C: -2.5507 0.1737 2.4922
N: -1.6882 1.2973 2.6663
C: -0.3694 1.3704 2.3310
C: 0.3106 0.3729 1.5155
C: 1.7398 0.2366 1.7538
C: 2.5850 -0.2704 0.8248
C: 4.0187 -0.3538 1.0039
C: 4.8499 -0.8008 -0.0531
C: 6.2357 -0.6850 0.0260
C: 6.8299 -0.1492 1.1817
C: 6.0274 0.2160 2.2696
C: 4.6414 0.0817 2.2028
O: -0.3329 -0.3068 0.6823
N: 0.0629 2.5910 2.6933
C: 1.3750 3.1627 2.4593
C: -0.9645 3.2691 3.3442
C: -2.0518 2.4802 3.3143
C: -3.5311 0.2431 1.5045
C: -3.5753 1.3927 0.5526
C: -4.4696 -0.7893 1.4262
H: -6.2223 -2.7103 1.5205
H: -4.9962 -3.9140 1.9550
H: -5.9262 -3.1122 3.2229
H: -3.3549 -2.7711 3.9558
H: -1.0857 -0.0059 4.8012
H: -1.7357 -1.5907 5.2458
H: -0.4795 -1.4765 4.0096
H: 2.0650 0.5579 2.7420
H: 2.2041 -0.5700 -0.1622
H: 4.3581 -1.2077 -0.9417
H: 6.8541 -1.0028 -0.8159
H: 7.9124 -0.0234 1.2354
H: 6.4774 0.6128 3.1820
H: 4.0224 0.3340 3.0666
H: 1.2665 4.2437 2.3132
H: 2.0393 2.9944 3.3180
H: 1.8313 2.7331 1.5636
H: -0.8181 4.2516 3.7569
H: -3.0522 2.6294 3.6862
H: -4.2321 1.1291 -0.2838
H: -3.9789 2.3017 1.0187
H: -2.5853 1.6214 0.1400
H: -5.2500 -0.7441 0.6618
C: 2.4510 0.3788 -4.4172
C: 3.1046 0.0351 -3.0929
N: 2.1943 -0.5506 -2.1320
C: 1.1766 -1.2053 -2.6092
N: 0.8843 -1.3614 -3.9337
C: 1.7001 -0.8090 -4.9850
C: -0.1859 -2.3036 -4.1423
C: -0.6951 -2.5786 -2.7301
N: 0.2454 -1.9008 -1.8841
H: 1.7526 1.2022 -4.2487
H: 3.2083 0.7158 -5.1257
H: 3.9518 -0.6515 -3.2875
H: 3.5202 0.9265 -2.6067
H: 1.0688 -0.5204 -5.8324
H: 2.4207 -1.5608 -5.3351
H: -0.9706 -1.8993 -4.7917
H: 0.1904 -3.2263 -4.6056
H: -1.7101 -2.1970 -2.5810
H: -0.6805 -3.6520 -2.5263
H: 0.1056 -1.7097 -0.8938

=====

Entry 4:
C28H34N8S2V | ωB97M-V with the def2-TZVPD basis set

- Energy relative to the best compared isomer or geometry (same formula, charge and spin): 0.0 kcal/mol
- LUMO level (spin up / spin down): -4.759 / -4.762 eV
- M: 597.7 g/mol
- Highest occupied orbital energy (spin up / spin down): -0.450 / -0.425 Ha
- DFT total energy: -88856.9062 eV
- Total charge: +2
- ⟨S²⟩: 0.7640
- Spin multiplicity: 2

CARTESIAN COORDINATES (ANGSTROEM)
V: -0.1609 0.1274 -0.1705
C: -3.0484 0.9899 0.4440
N: -2.3318 0.0902 -0.4881
C: -2.7876 -1.2994 -0.3530
C: -1.8202 -2.2500 -1.0063
C: -2.2307 -3.5339 -1.3231
C: -1.3154 -4.4042 -1.8945
C: -0.0249 -3.9506 -2.1165
C: 0.3042 -2.6586 -1.7479
N: -0.5709 -1.8078 -1.2002
C: -2.5228 0.5601 -1.8754
C: -1.7109 1.8026 -2.0940
C: -2.1450 2.8457 -2.8906
C: -1.3195 3.9510 -3.0571
C: -0.0996 3.9715 -2.4007
C: 0.2535 2.8872 -1.6150
N: -0.5267 1.8152 -1.4623
C: -2.1894 1.6389 1.4975
C: -2.8123 2.3671 2.5023
C: -2.0424 3.1278 3.3635
C: -0.6673 3.1378 3.1854
C: -0.1223 2.3445 2.1942
N: -0.8578 1.5846 1.3699
H: -3.8857 0.4640 0.9084
H: -3.4928 1.8065 -0.1307
H: -3.7837 -1.4345 -0.7910
H: -2.8691 -1.5240 0.7137
H: -3.2510 -3.8364 -1.1297
H: -1.6043 -5.4114 -2.1613
H: 0.7304 -4.5849 -2.5564
H: 1.3121 -2.2944 -1.8737
H: -3.5826 0.7560 -2.0700
H: -2.2000 -0.2322 -2.5535
H: -3.1113 2.7885 -3.3731
H: -1.6283 4.7792 -3.6796
H: 0.5745 4.8115 -2.4862
H: 1.2035 2.8695 -1.0918
H: -3.8910 2.3549 2.5858
H: -2.5067 3.7142 4.1445
H: -0.0205 3.7401 3.8070
H: 0.9458 2.2984 2.0410
N: -0.1950 -1.3171 1.6218
C: -0.0279 -2.7909 1.7260
C: 1.4310 -3.1928 1.8594
N: 2.2132 -2.8562 0.6748
H: 0.5461 -0.8613 2.1437
H: -1.0432 -1.0619 2.1235
H: -0.4635 -3.2669 0.8493
H: -0.5606 -3.1623 2.6052
H: 1.4541 -4.2759 1.9893
H: 1.8385 -2.7673 2.7894
H: 2.4599 -1.8722 0.6773
H: 3.0847 -3.3726 0.6726
C: 1.8452 0.2452 4.0302
C: 2.7228 0.3093 2.8221
N: 2.2893 0.3784 1.5858
C: 3.3327 0.3686 0.6977
C: 4.5698 0.2728 1.2650
S: 4.4269 0.2719 2.9615
C: 3.0751 0.4353 -0.7416
C: 4.0492 0.6985 -1.6522
S: 3.4206 0.6127 -3.2241
C: 1.8708 0.2859 -2.6009
N: 1.8134 0.2032 -1.2794
C: 0.7539 0.1463 -3.5838
H: 0.8560 0.6408 3.8054
H: 2.2640 0.8211 4.8538
H: 1.7361 -0.7865 4.3722
H: 5.5307 0.2249 0.7825
H: 5.0832 0.9307 -1.4654
H: 1.0663 -0.4870 -4.4139
H: 0.4847 1.1218 -3.9922
H: -0.1178 -0.2981 -3.1200

=====

Entry 5:
C28H34NO9SW | ωB97M-V with the def2-TZVPD basis set

- LUMO level (spin up / spin down): -4.672 / -5.653 eV
- M: 744.5 g/mol
- Highest occupied orbital energy (spin up / spin down): -0.427 / -0.456 Ha
- DFT total energy: -62160.3057 eV
- Total charge: +1
- ⟨S²⟩: 2.0080
- Spin multiplicity: 3

CARTESIAN COORDINATES (ANGSTROEM)
W: 0.9614 1.0240 -0.0246
C: -2.2312 1.1077 2.4461
C: -1.5182 -0.1600 2.9344
C: -2.2179 -1.4150 2.4212
C: -0.0463 -0.1219 2.6027
C: 0.4987 -0.6653 1.4288
C: 1.9249 -0.6819 1.2808
C: 2.7575 -0.2240 2.2860
C: 4.2341 -0.4010 2.1490
C: 2.1822 0.3702 3.4202
C: 0.8249 0.4307 3.5561
H: -3.2816 1.0712 2.7398
H: -2.1792 1.1854 1.3600
H: -1.7888 2.0125 2.8670
H: -1.5624 -0.1699 4.0262
H: -2.3640 -1.3670 1.3413
H: -3.2025 -1.4977 2.8840
H: -1.6595 -2.3242 2.6607
H: -0.0659 -1.4182 0.8986
H: 2.3660 -1.3143 0.5229
H: 4.5064 -1.4178 2.4445
H: 4.7832 0.2935 2.7837
H: 4.5423 -0.2703 1.1096
H: 2.8183 0.7739 4.1997
H: 0.4054 0.8779 4.4501
O: -0.4018 4.5656 0.7076
C: 0.0016 3.6354 0.0883
O: -0.4913 2.3675 0.1437
C: 1.1890 3.7155 -0.8736
C: 1.0531 2.6083 -1.8844
C: 2.1397 2.4871 -2.8831
C: 3.5257 2.7287 -2.2675
C: 3.4212 2.5380 -0.7643
O: 2.8040 1.2722 -0.5296
C: 2.5741 3.6449 -0.1184
C: 2.4205 3.2223 1.3295
O: 3.0446 3.6755 2.2423
O: 1.5651 2.1984 1.4448
H: 1.1344 4.6812 -1.3878
H: 0.0480 2.4771 -2.2724
H: 1.9226 3.2358 -3.6564
H: 2.0917 1.5225 -3.3890
H: 3.8893 3.7387 -2.4667
H: 4.2504 2.0248 -2.6732
H: 4.4127 2.5391 -0.3129
H: 3.1037 4.5907 -0.1497
C: -4.9477 -4.8787 1.0792
C: -4.2009 -3.7984 0.3416
C: -4.8487 -2.6169 -0.0221
C: -4.1826 -1.6169 -0.7072
C: -2.8397 -1.8014 -1.0149
C: -2.1641 -2.9681 -0.6685
C: -2.8567 -3.9602 0.0027
S: -2.0188 -0.4832 -1.8049
O: -2.9768 0.3474 -2.4671
O: -1.1808 0.2034 -0.8354
N: -1.0538 -1.3108 -2.8335
C: -0.1016 -0.5885 -3.7057
C: 1.2986 -1.1806 -3.6028
C: 1.9451 -0.9886 -2.2495
O: 3.0202 -1.4185 -1.9423
O: 1.1401 -0.3136 -1.4240
H: -5.5842 -4.4515 1.8544
H: -4.2659 -5.5902 1.5427
H: -5.5947 -5.4308 0.3945
H: -5.8941 -2.4828 0.2325
H: -4.6819 -0.7001 -0.9967
H: -1.1155 -3.0917 -0.9145
H: -2.3470 -4.8791 0.2695
H: -1.6212 -1.9938 -3.3253
H: -0.0925 0.4626 -3.4274
H: -0.4534 -0.6392 -4.7348
H: 1.9576 -0.7439 -4.3567
H: 1.2748 -2.2534 -3.7991

=====

Entry 6:
C28H35AsN5O3SeTa | ωB97M-V with the def2-TZVPD basis set

- Energy relative to the best compared isomer or geometry (same formula, charge and spin): 0.0 kcal/mol
- LUMO level: -6.585 eV
- M: 824.5 g/mol
- Highest occupied orbital energy: -0.485 Ha
- DFT total energy: -170924.5691 eV
- Total charge: +2
- Spin multiplicity: 1

CARTESIAN COORDINATES (ANGSTROEM)
Ta: 0.3399 -0.9513 -0.1001
C: 4.6565 -1.4966 -1.5063
C: 3.2772 -1.6523 -0.9751
N: 2.4084 -0.7025 -0.9208
N: 2.7843 0.5605 -1.3009
C: 1.7597 1.3593 -1.2372
O: 0.5778 0.9093 -0.8557
C: 1.8797 2.7759 -1.5792
C: 3.0649 3.2552 -2.1435
C: 3.1814 4.5942 -2.4662
C: 2.1229 5.4618 -2.2256
C: 0.9442 4.9902 -1.6629
C: 0.8196 3.6503 -1.3418
C: 2.7922 -2.9412 -0.4534
C: 3.5348 -4.1028 -0.5377
C: 3.0050 -5.2841 -0.0336
C: 1.7482 -5.2552 0.5389
C: 1.0625 -4.0524 0.5944
N: 1.5642 -2.9096 0.1166
H: 4.8753 -0.4526 -1.7000
H: 4.7498 -2.0531 -2.4425
H: 5.3866 -1.9084 -0.8086
H: 3.8803 2.5721 -2.3343
H: 4.0950 4.9650 -2.9097
H: 2.2165 6.5089 -2.4803
H: 0.1230 5.6689 -1.4778
H: -0.0964 3.2802 -0.9024
H: 4.5111 -4.0885 -0.9995
H: 3.5679 -6.2056 -0.0926
H: 1.2879 -6.1444 0.9445
H: 0.0811 -4.0019 1.0404
C: -2.0507 1.7956 1.3050
As: -2.0383 0.3557 0.0096
C: -2.4738 1.2074 -1.6725
C: -3.5985 -0.7399 0.4606
C: -4.8788 -0.0581 0.0745
C: -5.4567 -0.2927 -1.1697
C: -6.6156 0.3701 -1.5440
C: -7.2071 1.2791 -0.6784
C: -6.6424 1.5123 0.5677
C: -5.4847 0.8468 0.9423
H: -2.9778 2.3606 1.2142
H: -1.2028 2.4536 1.1214
H: -1.9801 1.3799 2.3095
H: -3.4156 1.7450 -1.5738
H: -2.5817 0.4491 -2.4467
H: -1.6724 1.8900 -1.9446
H: -3.5463 -0.9169 1.5361
H: -3.4766 -1.7029 -0.0373
H: -5.0076 -1.0124 -1.8458
H: -7.0636 0.1709 -2.5082
H: -8.1133 1.7931 -0.9680
H: -7.1122 2.2039 1.2539
H: -5.0644 1.0127 1.9283
C: 1.5111 0.2033 4.2611
N: 2.6280 0.3538 3.3259
C: 3.9324 0.6927 3.8931
C: 2.4742 0.1625 2.0502
O: 1.3589 -0.1308 1.5281
H: 1.5925 0.9701 5.0273
H: 1.5558 -0.7790 4.7313
H: 0.5709 0.3073 3.7292
H: 3.8484 1.6190 4.4580
H: 4.6609 0.8244 3.0969
H: 4.2572 -0.1048 4.5598
H: 3.3567 0.2887 1.4179
Se: -2.2572 -2.9219 3.6147
C: -1.3258 -2.2823 2.3176
N: -0.6675 -1.8495 1.4257
C: -0.8327 -2.3900 -2.7618
O: -0.3243 -1.7732 -1.5936
H: -1.8303 -2.7727 -2.5509
H: -0.1779 -3.2130 -3.0460
H: -0.8718 -1.6567 -3.5656

=====

no.,strongest force on any atom (Eh/bohr)
1,0.0139
2,0.0266
3,0.0688
4,0.0166
5,0.0323
6,0.0069